Record 1
Formula: C4H4O2
Source: OMol25
Level of theory: ωB97M-V/def2-TZVPD

Values from the calculation:
- SMILES string = C#C[C@@H](O)C=O
- E_HOMO (eV) = -10.3
- largest force on an atom (eV/A) = 3.62
- LUMO (eV) = 0.02
- energy above the lowest of the compared OMol25 structures with the same formula, charge and spin (eV) = 3.358
- gap between HOMO and LUMO (eV) = 10.31
- spin multiplicity = 1

Geometry (Å):
O1 1.40368 -0.48499 -0.66147
C1 0.17860 -0.69223 -0.00750
C2 0.62419 0.06759 1.24021
O2 1.24635 1.10529 1.05167
C3 -0.95875 -0.05081 -0.70779
C4 -1.84633 0.51306 -1.29762
H1 1.52559 0.59360 -0.26251
H2 -0.10793 -1.73212 0.24102
H3 0.56893 -0.33696 2.24603
H4 -2.62807 1.01803 -1.82441

---

Record 2
Formula: C33H28BF3O3S
Source: OMol25
Level of theory: ωB97M-V/def2-TZVPD

Values from the calculation:
- E_HOMO (eV) = -7.5
- largest force on an atom (eV/A) = 5.25
- LUMO (eV) = -0.08
- gap between HOMO and LUMO (eV) = 7.40
- spin multiplicity = 1

Geometry (Å):
C1 5.11708 -1.66437 0.86442
O1 4.64465 -0.29516 0.89877
C2 3.33834 -0.09132 1.23008
C3 2.92067 1.24947 1.32701
C4 1.69443 1.54896 1.88671
C5 0.82342 0.52769 2.33139
C6 -0.56161 0.94222 2.70148
C7 -1.76721 0.19801 2.22477
C8 -2.87305 1.01735 1.90689
C9 -4.06787 0.52129 1.43461
C10 -4.14271 -0.83126 1.10864
C11 -5.41855 -1.34503 0.51388
C12 -3.04630 -1.66025 1.35633
C13 -1.89102 -1.16633 1.96406
C14 1.27264 -0.79648 2.25235
C15 2.46334 -1.13345 1.62300
H1 6.16870 -1.57878 0.58143
H2 5.02462 -2.13723 1.85909
H3 4.56891 -2.23886 0.09764
H4 3.61704 2.01448 0.98982
H5 1.38583 2.58985 1.91184
H6 -0.63271 1.93070 2.02530
H7 -2.83107 2.09616 1.98489
H8 -4.94826 1.16398 1.31477
H9 -5.36891 -2.43516 0.38113
H10 -6.27314 -1.10404 1.16936
H11 -5.60300 -0.83462 -0.44829
H12 -3.11429 -2.71025 1.07084
H13 -1.07242 -1.83322 2.19168
H14 0.67346 -1.59891 2.67669
H15 2.72522 -2.17917 1.48070
C16 -0.11732 4.01430 9.32926
C17 -0.45176 3.01000 8.31177
C18 -1.44669 2.06446 8.32271
C19 -1.43140 1.21853 7.19919
C20 -0.26482 1.38944 6.46227
B1 -0.92362 2.28018 3.32987
C21 0.41814 0.48594 5.63538
C22 1.77200 0.66579 5.29858
C23 2.54800 -0.46120 5.24951
C24 1.88303 -1.67872 5.31616
C25 2.68510 -2.92191 5.22717
F1 2.29062 -3.86339 6.12104
F2 2.52673 -3.47069 3.97581
F3 4.01261 -2.71309 5.38706
C26 0.50004 -1.84297 5.29427
C27 -0.25805 -0.70129 5.31332
O2 -2.13728 2.30294 4.08369
C28 -2.41828 3.65574 4.18543
C29 -1.19839 4.37030 3.87456
C30 -1.22444 5.50791 3.09962
C31 -2.45297 5.89856 2.57511
C32 -3.63666 5.23479 2.90484
C33 -3.64679 4.12006 3.74638
O3 -0.20174 3.43888 3.58021
S1 0.56146 2.83773 6.92097
H16 -0.76196 3.86605 10.19081
H17 0.92031 3.87106 9.64243
H18 -0.21985 5.04186 8.96649
H19 -2.16106 2.02813 9.12193
H20 -2.17471 0.49480 6.92779
H21 2.18076 1.65829 5.14131
H22 3.62946 -0.42074 5.22071
H23 0.03319 -2.83061 5.33745
H24 -1.34333 -0.66321 5.22415
H25 -0.27159 5.88737 2.72702
H26 -2.46757 6.74411 1.89090
H27 -4.58740 5.57414 2.49874
H28 -4.54477 3.51145 3.90220

---

Record 3
Formula: C37H46GeN4O8PS2V
Source: OMol25
Level of theory: ωB97M-V/def2-TZVPD

Values from the calculation:
- E_HOMO (alpha / beta) (eV) = -10.7 / -10.7
- largest force on an atom (eV/A) = 2.04
- expectation value of S² = 0.77
- LUMO (alpha / beta) (eV) = -3.10 / -2.69
- gap between HOMO and LUMO (alpha / beta) (eV) = 7.57 / 7.98
- spin multiplicity = 2
- total charge = +1

Geometry (Å):
V1 -0.35374 0.38255 0.58486
N1 2.25149 -1.48044 -0.66638
C1 2.36897 -0.15590 -0.73357
N2 1.50931 0.69394 -0.21310
C2 1.79484 2.01145 -0.53533
C3 2.92131 2.17481 -1.26180
S1 3.66172 0.64603 -1.57926
C4 0.81067 2.98257 -0.08634
C5 0.85218 4.33145 -0.07008
S2 -0.61320 4.97688 0.59488
C6 -1.21195 3.35261 0.83104
N3 -0.35893 2.43655 0.42003
N4 -2.37490 3.08345 1.42246
H1 1.48235 -1.83139 -0.10449
H2 2.97184 -2.08986 -1.00788
H3 3.35742 3.07244 -1.66143
H4 1.63791 4.99040 -0.39284
H5 -3.02812 3.82434 1.60506
H6 -2.70956 2.12468 1.34622
C7 -5.23262 -0.08926 -0.95475
C8 -4.33502 -1.07501 -1.69225
C9 -4.90575 -1.41378 -3.06522
C10 -4.11338 -2.33001 -0.86200
O1 -3.01319 -0.49524 -1.97110
P1 -2.23134 0.52078 -1.07525
O2 -0.73197 0.28186 -1.28714
O3 -2.48916 0.42417 0.41001
O4 -2.61942 2.00021 -1.48636
C11 -2.61438 2.63720 -2.80025
C12 -1.33057 3.45021 -2.92470
C13 -3.83959 3.54419 -2.80553
C14 -2.68982 1.62528 -3.93694
H7 -6.25440 -0.46403 -0.95219
H8 -5.21808 0.88208 -1.44993
H9 -4.90301 0.03888 0.07428
H10 -5.73495 -2.11175 -2.97041
H11 -4.12759 -1.86825 -3.67650
H12 -5.26207 -0.51512 -3.56756
H13 -5.06791 -2.80453 -0.64221
H14 -3.62186 -2.06834 0.07540
H15 -3.48683 -3.02802 -1.41726
H16 -1.27508 4.19998 -2.13639
H17 -1.31719 3.95962 -3.88669
H18 -0.46248 2.79316 -2.85417
H19 -3.73828 4.32500 -2.05237
H20 -4.73369 2.96108 -2.58782
H21 -3.96017 4.00443 -3.78449
H22 -1.91388 0.86839 -3.82514
H23 -2.54833 2.14024 -4.88504
H24 -3.66023 1.13393 -3.95889
O5 -1.77759 -1.89398 2.21804
C15 -1.02715 -2.19719 1.32378
O6 -0.08369 -1.36427 0.88450
C16 -1.03140 -3.56378 0.65172
C17 -0.71710 -4.73327 1.61566
Ge1 1.11461 -4.96357 2.40932
C18 2.32235 -5.82863 1.10534
C19 1.91619 -6.18202 -0.17832
C20 2.76078 -6.89097 -1.02114
C21 4.02788 -7.25324 -0.59175
C22 4.44849 -6.90159 0.68379
C23 3.59905 -6.20176 1.52550
C24 2.00772 -3.35677 3.12167
C25 1.48545 -2.70948 4.23924
C26 2.20613 -1.71247 4.87338
C27 3.43870 -1.31685 4.36952
C28 3.93618 -1.90666 3.22021
C29 3.23651 -2.94350 2.62076
C30 0.91862 -6.19364 3.93818
C31 0.26466 -7.41015 3.75292
C32 0.14075 -8.31282 4.79664
C33 0.67159 -8.00962 6.04197
C34 1.32710 -6.80440 6.23793
C35 1.45632 -5.90508 5.18928
H25 -0.33294 -3.54525 -0.18809
H26 -2.04468 -3.72520 0.28352
H27 -0.92933 -5.65984 1.07888
H28 -1.41980 -4.67249 2.44728
H29 0.92126 -5.91633 -0.51860
H30 2.42281 -7.17313 -2.00947
H31 4.68287 -7.81412 -1.24449
H32 5.43431 -7.18759 1.02551
H33 3.91995 -5.95499 2.53187
H34 0.51987 -3.01099 4.62784
H35 1.81436 -1.25918 5.77525
H36 4.01179 -0.54500 4.86577
H37 4.89178 -1.58450 2.82520
H38 3.66007 -3.46006 1.76813
H39 -0.14704 -7.65034 2.77863
H40 -0.36326 -9.25690 4.63943
H41 0.57636 -8.71241 6.85856
H42 1.74625 -6.56600 7.20662
H43 1.97822 -4.96872 5.34422
C36 0.99747 2.42891 3.99392
O7 1.32817 1.78999 2.73092
C37 0.42456 1.06435 2.17645
O8 -0.71790 0.81497 2.51341
H44 0.72446 3.46239 3.78845
H45 1.89202 2.39324 4.60820
H46 0.17226 1.90921 4.47567